71
Properties=species:S:1:pos:R:3:forces:R:3 method="wB97M-V/def2-TZVPD" e_homo_ev=-4.0 relative_energy_ev=0.000 energy_ev=-171365.5523 lumo_ev=2.3475 charge=-1 largest_force_ev_per_a=3.319
C 0.1339 0.9367 3.0695 0.657 -0.275 -0.383
C -0.2911 -0.2809 2.6710 -2.585 0.636 -0.661
Nb -0.0661 -0.6203 0.4944 2.199 0.024 2.486
C -2.2079 0.1473 0.2060 0.333 0.009 -0.210
O -2.2945 0.8758 -1.0529 -0.336 -0.234 0.178
C -3.0101 0.2277 -2.0730 0.761 0.384 -0.377
C -2.1645 0.2088 -3.3426 0.086 0.037 -0.054
C -1.5807 1.5879 -3.6804 -0.330 -0.175 -0.519
N 1.9225 -1.2921 0.7927 -1.598 -1.024 -0.875
C 2.5120 -2.2950 -0.1151 0.460 0.245 0.278
C 2.9105 -1.7455 -1.4692 0.558 0.112 -0.221
C 4.0049 -0.6507 -1.4698 -0.004 -0.370 -0.077
C 4.8843 -0.5768 -0.2245 0.235 0.569 -0.390
B 0.6418 1.6471 0.3630 -0.217 0.554 -0.357
C 2.1640 2.0490 0.5958 -0.453 0.201 0.707
O -0.2227 2.7220 0.1092 0.519 0.251 0.177
C -0.9617 -2.8000 0.6181 -0.478 0.054 -0.406
Br -2.3805 -2.9389 2.0231 0.095 -0.179 0.109
C -1.4873 -3.2960 -0.7429 -0.615 -0.046 0.549
C -2.9142 -3.8147 -0.8227 0.257 -0.334 -0.708
Br -0.3477 -4.7825 -1.4225 0.162 0.086 -0.064
H 1.0011 1.0476 3.7268 -0.565 0.163 0.822
H -0.3159 1.8635 2.7186 0.567 0.062 -0.772
H -0.6050 -1.0366 3.3945 1.607 -0.759 -0.022
H -0.0271 -0.7828 -1.3226 -0.347 0.311 -0.320
H -2.9918 -0.6126 0.2802 -0.162 0.001 -0.136
H -2.4252 0.8769 0.9871 -0.022 0.120 0.047
H -3.9101 0.8204 -2.2792 -0.345 -0.271 0.083
H -3.2464 -0.8054 -1.8142 -0.310 -0.006 0.178
H -2.7702 -0.1592 -4.1735 -0.160 0.000 -0.022
H -1.3534 -0.5058 -3.2227 0.078 -0.059 0.135
H -0.4994 1.5961 -3.5823 0.094 0.146 0.233
H -1.8077 1.8426 -4.7169 0.089 0.050 -0.112
H -2.0299 2.3691 -3.0733 0.129 0.070 0.227
H 1.9449 -1.6959 1.7263 0.214 0.282 0.187
H 3.4127 -2.7018 0.3585 0.134 -0.063 -0.040
H 1.8675 -3.1631 -0.2851 -0.207 0.031 0.060
H 3.2966 -2.5939 -2.0395 -0.053 -0.149 -0.027
H 2.0544 -1.3768 -2.0290 -0.248 -0.026 0.123
H 3.5819 0.3220 -1.7073 -0.159 0.118 0.241
H 4.6723 -0.8755 -2.3048 0.012 0.128 -0.168
H 5.6434 -1.3574 -0.2435 -0.095 -0.258 0.278
H 5.4327 0.3668 -0.2567 0.082 0.066 0.050
H 4.3163 -0.5724 0.6993 -0.082 -0.198 0.089
H 2.1914 3.0835 0.9558 0.083 0.191 -0.238
H 2.7227 1.9569 -0.3362 0.131 -0.040 -0.058
H 2.6304 1.4475 1.3727 0.215 -0.313 -0.204
H -0.3795 2.8601 -0.8248 -0.509 -0.201 -0.191
H -0.2045 -3.4862 0.9829 0.025 -0.065 0.142
H -1.3897 -2.5110 -1.4828 0.364 -0.076 -0.209
H -3.0626 -4.6828 -0.1898 -0.137 0.112 0.327
H -3.6375 -3.0290 -0.6277 -0.042 0.058 0.278
H -3.0641 -4.1639 -1.8451 -0.138 0.095 -0.111
C -5.1094 -0.6743 5.0092 -0.041 -0.037 -0.027
C -4.4451 -1.7194 5.8874 0.116 0.007 -0.225
O -4.3850 -2.9863 5.2444 -0.105 0.081 0.147
H -6.1192 -0.9904 4.7437 -0.018 0.004 0.042
H -5.1645 0.2903 5.5175 0.020 0.006 -0.012
H -4.5513 -0.5436 4.0795 0.049 0.044 0.030
H -5.0097 -1.8644 6.8088 0.009 -0.056 0.011
H -3.4314 -1.3996 6.1547 -0.044 0.073 0.088
H -3.8774 -2.8632 4.4354 0.074 -0.136 -0.111
C 3.0136 5.4745 -2.6717 -0.025 -0.034 -0.012
C 3.8012 4.5214 -1.7909 0.105 0.017 -0.289
O 4.0140 3.2713 -2.4417 -0.083 -0.032 0.183
H 2.0524 5.0337 -2.9368 -0.023 0.002 0.055
H 2.8365 6.4244 -2.1644 0.006 0.007 -0.010
H 3.5504 5.6746 -3.6032 0.035 0.058 0.032
H 3.2548 4.3068 -0.8753 0.020 -0.095 0.004
H 4.7702 4.9569 -1.5200 -0.057 0.074 0.086
H 4.5063 3.4376 -3.2500 0.012 -0.022 -0.044

67
Properties=species:S:1:pos:R:3:forces:R:3 method="wB97M-V/def2-TZVPD" e_homo_ev=-3.5 energy_ev=-64047.3630 lumo_ev=2.8038 charge=-1 largest_force_ev_per_a=4.154
Y -0.0845 -0.2519 -0.1262 -0.322 1.527 0.514
Cl 0.9950 -0.6119 -2.1179 1.783 -0.778 -3.435
P 0.1437 0.5729 2.4169 0.160 -1.102 -4.002
C 0.7234 2.2570 2.5985 0.658 0.757 0.670
C -1.3760 0.2819 3.2812 -0.459 0.264 2.037
C 1.4980 -0.5619 2.8789 0.562 0.409 0.871
C 0.2725 3.2871 1.5561 0.002 0.190 -0.298
H 1.8226 2.1523 2.4982 -0.463 -0.020 0.019
C 0.4018 2.7462 3.9943 0.339 1.202 0.699
H -0.6679 2.9674 4.1142 0.193 -0.100 -0.013
H 0.9442 3.6967 4.1768 -0.302 -0.335 0.036
H 0.7017 2.0511 4.7835 -0.105 0.068 -0.076
H 0.6425 3.0487 0.5488 -0.268 -0.176 0.449
H 0.6730 4.2776 1.8301 -0.060 -0.218 0.148
H -0.8224 3.3721 1.5066 0.326 -0.067 -0.043
H 2.3945 -0.0745 2.4449 -0.540 -0.071 0.120
C 1.4274 -1.9655 2.2725 -0.490 0.015 -0.382
C 1.6502 -0.5902 4.3857 0.909 -0.742 0.663
H 1.8883 0.3943 4.7988 -0.073 -0.126 -0.076
H 2.4915 -1.2609 4.6518 -0.293 0.211 0.099
H 0.7599 -0.9786 4.8935 0.081 0.090 -0.065
H 1.4496 -1.9393 1.1604 0.101 -0.102 0.700
H 0.5136 -2.5077 2.5668 0.392 0.206 -0.184
H 2.2913 -2.5548 2.5947 0.010 0.100 -0.004
C -2.5354 1.1255 2.7409 -0.190 -0.015 -0.238
H -1.0881 0.6620 4.2593 -0.806 0.009 0.837
C -1.7998 -1.1774 3.4349 -0.054 -0.344 -0.389
H -2.2853 2.1906 2.6695 -0.038 -0.249 -0.083
H -3.4008 1.0313 3.4175 0.248 -0.010 -0.149
H -2.8558 0.7771 1.7395 0.272 0.201 0.411
H -2.0060 -1.6508 2.4531 0.199 0.269 0.531
H -2.7237 -1.2249 4.0265 0.152 0.051 -0.048
H -1.0413 -1.7783 3.9512 -0.180 0.103 -0.131
H -0.6445 1.5279 -0.3665 -1.360 1.108 -0.335
H 1.4339 0.9148 0.1669 1.254 0.193 0.767
P 0.0184 -0.4872 -6.0326 -0.136 -0.056 0.337
C 1.7295 -1.0553 -6.5795 -0.045 0.411 0.027
C -1.1630 -1.5597 -7.0168 0.654 0.349 -0.898
C -0.0765 1.2218 -6.8073 0.340 -0.150 0.059
C 2.3371 -1.9651 -5.5099 0.158 0.000 0.189
H 2.3062 -0.1093 -6.5715 -0.192 -0.312 0.014
C 1.8668 -1.6722 -7.9634 0.375 -0.132 -0.375
H 1.3614 -2.6433 -8.0327 0.046 0.178 0.015
H 2.9366 -1.8529 -8.1849 -0.382 0.035 0.077
H 1.4783 -1.0278 -8.7596 0.026 -0.161 0.141
H 2.3085 -1.4905 -4.5213 -0.070 -0.154 -0.193
H 3.3861 -2.1930 -5.7525 -0.190 0.025 0.002
H 1.7984 -2.9179 -5.4408 0.059 0.144 0.018
H 0.9136 1.6399 -6.5404 -0.321 -0.137 -0.044
C -1.1260 2.0772 -6.0946 -0.019 0.115 0.176
C -0.2206 1.3040 -8.3196 0.014 0.390 -0.388
H 0.6019 0.8088 -8.8475 -0.179 0.064 0.114
H -0.2168 2.3640 -8.6401 -0.026 -0.367 0.084
H -1.1649 0.8689 -8.6687 0.152 0.023 0.060
H -0.9802 2.0527 -5.0069 -0.060 -0.024 -0.247
H -2.1450 1.7354 -6.3075 0.143 0.046 0.040
H -1.0495 3.1227 -6.4259 -0.032 -0.169 0.037
C -1.0868 -2.9912 -6.5058 -0.104 -0.326 0.299
H -0.8551 -1.5448 -8.0876 -0.211 -0.053 0.480
C -2.5894 -1.0412 -6.9156 -0.379 0.042 0.143
H -0.0902 -3.4343 -6.6129 -0.178 0.129 0.046
H -1.7945 -3.6304 -7.0545 0.122 0.120 0.083
H -1.3596 -3.0306 -5.4387 0.123 -0.002 -0.280
H -2.8907 -0.9358 -5.8618 0.069 0.004 -0.248
H -3.2840 -1.7524 -7.3889 0.140 0.139 0.097
H -2.7276 -0.0718 -7.4074 0.060 -0.178 0.116
Cl -1.1249 -2.3872 0.1544 -1.597 -2.511 0.394

| no. | gap between HOMO and LUMO (Eh) |
| --- | --- |
| 1 | 0.23273 |
| 2 | 0.23198 |